11
Properties=species:S:1:pos:R:3 method="wB97M-V/def2-TZVPD" total_charge=0 max_force_ev_per_a=2.39 multiplicity=1 orbital_gap_ev="8.64 / 8.78" homo_ev="-10.44 / -9.39" total_energy_ev=-7658.12237
C 0.249 1.018 -1.277
C 1.314 0.276 -0.577
C -0.345 0.607 0.686
N -0.816 1.028 -0.516
N 0.896 0.028 0.638
N -1.175 -1.667 0.615
H 0.227 1.496 -2.246
H 2.341 -0.049 -1.011
H -0.981 0.938 1.564
H -1.526 -1.824 1.559
H -0.183 -1.852 0.564

---

11
Properties=species:S:1:pos:R:3 method="wB97M-V/def2-TZVPD" total_charge=0 max_force_ev_per_a=2.06 multiplicity=1 smiles=Nc1ccn[nH]1 orbital_gap_ev=9.60 homo_ev=-8.73 total_energy_ev=-7660.64421
N 0.780 0.370 -1.634
C 0.184 0.010 -0.423
C 0.093 0.796 0.708
C -0.352 -0.120 1.708
N -0.602 -1.312 1.206
N -0.295 -1.207 -0.112
H 1.477 1.083 -1.447
H 0.172 0.659 -2.388
H -0.464 1.646 0.345
H -0.418 0.007 2.786
H -0.574 -1.931 -0.749

---

11
Properties=species:S:1:pos:R:3 method="wB97M-V/def2-TZVPD" total_charge=0 max_force_ev_per_a=1.28 multiplicity=1 orbital_gap_ev=9.91 homo_ev=-8.90 total_energy_ev=-7661.74048
N -1.140 1.633 0.213
C -0.490 0.548 0.077
C -0.639 -0.974 -0.031
N 0.729 -1.493 -0.171
C 1.512 -0.482 -0.148
N 0.871 0.726 -0.010
H -2.142 1.582 0.278
H -1.110 -1.402 0.861
H -1.244 -1.269 -0.896
H 2.593 -0.588 -0.234
H 1.060 1.718 0.061

---

11
Properties=species:S:1:pos:R:3 method="wB97M-V/def2-TZVPD" total_charge=0 max_force_ev_per_a=3.22 multiplicity=1 smiles=Nn1cccn1 orbital_gap_ev=10.27 homo_ev=-9.17 total_energy_ev=-7660.47328
C -0.115 0.985 -0.111
C -1.460 0.611 -0.008
C -1.407 -0.818 -0.041
H 2.135 -0.350 0.995
H 2.567 -0.631 -0.646
H 0.363 1.902 -0.147
H -2.373 1.218 0.157
H -2.146 -1.516 0.095
N 2.024 -0.043 0.048
N 0.603 -0.129 -0.261
N -0.189 -1.228 -0.081

---

11
Properties=species:S:1:pos:R:3 method="wB97M-V/def2-TZVPD" total_charge=0 max_force_ev_per_a=2.50 multiplicity=1 smiles=Nc1cc[nH]n1 orbital_gap_ev=9.86 homo_ev=-8.82 total_energy_ev=-7660.60576
N -1.864 -0.481 0.271
C -0.540 -0.222 -0.023
N 0.246 -1.195 -0.371
N 1.572 -0.682 -0.363
C 1.471 0.689 -0.089
C 0.163 1.019 0.075
H -2.494 0.270 0.046
H -2.165 -1.367 -0.114
H 1.556 -1.369 0.429
H 2.337 1.349 -0.099
H -0.283 1.990 0.238

---

11
Properties=species:S:1:pos:R:3 method="wB97M-V/def2-TZVPD" total_charge=0 max_force_ev_per_a=2.02 multiplicity=1 orbital_gap_ev=8.92 homo_ev=-9.48 total_energy_ev=-7659.23870
C 0.032 0.163 -0.165
C -0.374 0.976 0.993
C -0.651 -0.876 -0.660
N 1.157 0.725 -0.754
N 2.081 0.117 -1.266
N -1.067 0.664 1.985
H 2.047 -0.922 -1.168
H -1.551 -0.231 1.921
H 0.278 1.898 0.949
H -1.617 -1.146 -0.267
H -0.334 -1.368 -1.567